Model one:
This record from the Open Molecules 2025 dataset describes C3H6P2 in the gas phase. The level of theory is ωB97M-V with the def2-TZVPD basis set.

Element x y z (Å)
1 C -0.087 -0.104 0.433
2 C 2.562 -0.919 0.357
3 C -0.783 1.002 1.044
4 P 1.598 0.327 -0.184
5 P -0.535 -1.763 0.304
6 H 3.605 -0.853 -0.013
7 H 2.409 -1.566 1.187
8 H -1.420 1.553 0.332
9 H -0.249 1.792 1.507
10 H -1.385 0.486 1.802
11 H -1.949 -1.560 0.766

## Properties
molar mass = 104.0 g/mol
frontier orbital gap = 8.265 eV
spin multiplicity = 1

Atomic partial charges in e from the Löwdin method, atoms 1 to 8:
1. C -0.98
2. C -0.40
3. C -0.26
4. P 0.82
5. P 0.79
6. H -0.01
7. H -0.03
8. H 0.09

***

Model two:
This record from the Open Molecules 2025 dataset describes C3H6P2 in the gas phase. The level of theory is ωB97M-V with the def2-TZVPD basis set.

Element x y z (Å)
1 C 0.462 0.097 0.028
2 C -0.213 -0.135 1.285
3 C -0.599 -0.068 -1.297
4 P 2.221 -0.414 -0.252
5 P 1.649 1.457 0.258
6 H 0.536 0.018 1.986
7 H -0.631 -1.126 1.291
8 H -1.033 0.459 1.459
9 H -0.826 -1.095 -1.468
10 H -0.112 0.290 -2.143
11 H -1.455 0.517 -1.147

## Properties
molar mass = 104.0 g/mol
frontier orbital gap = 7.860 eV
spin multiplicity = 1

Atomic partial charges in e from the Löwdin method, atoms 1 to 8:
1. C -1.12
2. C -0.24
3. C -0.08
4. P 0.59
5. P 0.60
6. H 0.01
7. H 0.08
8. H 0.05

***

Relative calculated energies, zero for the most stable structure, unit eV: model one 0.569; model two 0.000.

***

Model one:
This record from the Open Molecules 2025 dataset describes 2 unconnected molecules or ions with the total composition C7H15NO2. The level of theory is ωB97M-V with the def2-TZVPD basis set.

Element x y z (Å)
1 C -1.220 -0.044 -1.205
2 C -2.187 0.796 -2.052
3 C -0.917 0.651 0.135
4 N -0.280 1.868 0.032
5 O -1.779 -1.302 -0.921
6 O -1.612 0.363 1.111
7 H -2.112 -1.230 -0.008
8 H -0.286 -0.199 -1.761
9 H -0.350 2.474 0.836
10 H -0.131 2.285 -0.873
11 H -2.460 0.223 -2.939
12 H -3.090 1.016 -1.483
13 H -1.728 1.728 -2.382
14 C 1.249 -0.225 2.273
15 C 2.322 -0.250 -0.049
16 C 1.171 -0.720 0.856
17 C 0.777 -1.956 0.544
18 H 0.404 -0.597 2.845
19 H 1.236 0.863 2.280
20 H 2.179 -0.547 2.758
21 H 3.272 -0.214 0.493
22 H 2.443 -0.836 -0.954
23 H 2.038 0.770 -0.350
24 H 0.307 -2.591 1.282
25 H 0.752 -2.328 -0.467

## Properties
molar mass = 145.2 g/mol
frontier orbital gap = 9.717 eV
spin multiplicity = 1

Atomic partial charges in e from the Löwdin method, atoms 1 to 8:
1. C -0.38
2. C -0.03
3. C -0.51
4. N 0.18
5. O -0.04
6. O 0.04
7. H 0.09
8. H 0.14

***

Model two:
This record from the Open Molecules 2025 dataset describes 2 unconnected molecules or ions with the total composition C7H15NO2. The level of theory is ωB97M-V with the def2-TZVPD basis set.

Element x y z (Å)
1 C 0.090 -1.240 -0.697
2 C 0.817 0.892 -0.501
3 C 0.058 1.002 1.530
4 C -1.309 -0.706 1.111
5 C 1.339 1.336 0.819
6 C -0.922 -1.020 -1.782
7 C 1.256 -2.132 -1.015
8 N -0.882 2.073 1.486
9 O -0.408 -1.522 0.524
10 O -0.061 1.742 -1.135
11 H -0.647 2.113 -0.442
12 H 1.535 0.504 -1.213
13 H 0.207 0.485 2.473
14 H -1.777 1.829 1.893
15 H -0.529 2.939 1.891
16 H -2.085 -0.297 0.469
17 H -1.612 -1.098 2.074
18 H 2.159 0.700 1.151
19 H 1.640 2.394 0.865
20 H -1.703 -1.791 -1.726
21 H -0.440 -1.073 -2.759
22 H -1.401 -0.042 -1.715
23 H 1.870 -1.690 -1.802
24 H 0.929 -3.119 -1.369
25 H 1.876 -2.279 -0.130

## Properties
molar mass = 145.2 g/mol
frontier orbital gap = 7.962 eV
spin multiplicity = 1

Atomic partial charges in e from the Löwdin method, atoms 1 to 8:
1. C -0.43
2. C -0.24
3. C -0.25
4. C -0.03
5. C -0.15
6. C -0.05
7. C -0.04
8. N 0.00

***

Model three:
This record from the Open Molecules 2025 dataset describes 2 unconnected molecules or ions with the total composition C7H15NO2. The level of theory is ωB97M-V with the def2-TZVPD basis set.

Element x y z (Å)
1 C 1.753 -0.454 1.479
2 C 0.407 -0.144 0.832
3 C 0.388 1.210 0.157
4 C -0.903 1.976 0.075
5 C 0.191 2.440 0.996
6 N -0.065 -1.179 -0.111
7 C 0.882 -1.598 -1.141
8 C -2.127 -0.794 -1.776
9 O -2.661 -1.183 -2.803
10 H 2.576 -0.388 0.753
11 H 1.958 0.285 2.265
12 H 1.754 -1.456 1.930
13 H -0.348 -0.115 1.633
14 H 1.076 1.316 -0.686
15 H -1.107 2.525 -0.845
16 H -1.788 1.522 0.526
17 H 0.048 2.298 2.069
18 H 0.749 3.338 0.726
19 H 1.827 -1.977 -0.730
20 H 0.463 -2.438 -1.710
21 H 1.113 -0.752 -1.801
22 H -1.620 0.191 -1.809
23 H -0.512 -2.090 0.348
24 O -2.404 -1.449 -0.518
25 H -1.650 -1.083 0.142

## Properties
molar mass = 145.2 g/mol
frontier orbital gap = 9.994 eV
spin multiplicity = 1

Atomic partial charges in e from the Löwdin method, atoms 1 to 8:
1. C -0.06
2. C -0.39
3. C -0.28
4. C -0.13
5. C -0.11
6. N -0.17
7. C -0.10
8. C -0.32

***

Model four:
This record from the Open Molecules 2025 dataset describes 2 unconnected molecules or ions with the total composition C7H15NO2. The level of theory is ωB97M-V with the def2-TZVPD basis set.

Element x y z (Å)
1 C -0.845 -0.944 0.006
2 C -0.174 0.151 -0.175
3 C -2.077 -0.945 0.866
4 C -0.551 -2.141 -0.932
5 C 2.695 -0.449 0.871
6 C 2.092 0.847 0.438
7 C 1.038 0.708 -0.687
8 N -2.330 2.257 -0.219
9 O 0.748 2.051 -1.129
10 O -1.464 1.814 0.603
11 H -2.348 -1.847 1.335
12 H -1.819 -0.116 1.635
13 H -2.920 -0.586 0.273
14 H 0.055 -2.902 -0.332
15 H -0.009 -1.703 -1.821
16 H -1.617 -2.672 -1.161
17 H 2.830 -1.296 0.111
18 H 3.802 -0.424 1.131
19 H 2.084 -0.926 1.612
20 H 2.844 1.555 0.032
21 H 1.558 1.289 1.285
22 H 1.525 0.084 -1.605
23 H -3.146 1.636 -0.166
24 H -1.852 2.362 -1.133
25 H -0.120 2.194 -0.838

## Properties
molar mass = 145.2 g/mol
frontier orbital gap (alpha / beta) = 9.240 / 7.691 eV
spin multiplicity = 1

Atomic partial charges in e from the Löwdin method, atoms 1 to 8:
1. C -0.34
2. C 0.02
3. C -0.07
4. C -0.05
5. C -0.13
6. C -0.21
7. C -0.37
8. N -0.04

***

Relative calculated energies, zero for the most stable structure, unit eV: model one 0.000; model two 4.223; model three 1.378; model four 5.780.

***

Model one:
This record from the Open Molecules 2025 dataset describes 2 unconnected molecules or ions with the total composition C6H6N3O2. The level of theory is ωB97M-V with the def2-TZVPD basis set.

Element x y z (Å)
1 C 1.498 -0.027 -1.154
2 C 1.628 0.509 0.112
3 C 0.272 -0.258 -1.784
4 C 0.505 0.791 0.803
5 C -0.938 -0.005 -1.132
6 C -0.818 0.562 0.275
7 N -1.104 1.056 3.708
8 N -2.008 0.794 0.878
9 N -1.608 1.150 4.795
10 O -2.449 0.489 5.376
11 O -0.796 2.022 5.302
12 H 2.378 -0.361 -1.612
13 H 2.562 0.730 0.567
14 H 0.184 -0.764 -2.742
15 H 0.351 1.351 1.732
16 H -1.886 -0.173 -1.752
17 H -1.854 1.264 1.758

## Properties
net charge = -1
molar mass = 152.1 g/mol
frontier orbital gap (alpha / beta) = 7.328 / 5.414 eV
spin multiplicity = 1

Atomic partial charges in e from the Löwdin method, atoms 1 to 8:
1. C -0.12
2. C -0.11
3. C -0.13
4. C -0.04
5. C -0.02
6. C -0.34
7. N 0.11
8. N 0.14

***

Model two:
This record from the Open Molecules 2025 dataset describes a gas-phase ion, C6H6N3O2 (charge -1). The level of theory is ωB97M-V with the def2-TZVPD basis set.

Element x y z (Å)
1 C 0.962 -0.135 -0.516
2 C 2.179 -0.416 0.068
3 C 1.763 -0.988 2.312
4 C -0.374 -0.120 0.184
5 C -0.610 -0.675 1.445
6 C -1.619 0.579 -0.330
7 N 2.504 -0.613 1.370
8 N -1.665 -1.088 2.045
9 N -2.118 -0.859 3.237
10 O -2.531 -1.875 3.852
11 O -2.241 0.293 3.732
12 H 0.767 -0.014 -1.612
13 H 3.070 -0.302 -0.461
14 H 2.031 -0.743 3.355
15 H -1.585 0.741 -1.384
16 H -2.420 -0.037 -0.254
17 H -1.611 1.395 0.336

## Properties
net charge = -1
molar mass = 152.1 g/mol
frontier orbital gap (alpha / beta) = 6.796 / 6.794 eV
spin multiplicity = 1

Atomic partial charges in e from the Löwdin method, atoms 1 to 8:
1. C -0.06
2. C -0.25
3. C -0.02
4. C -0.28
5. C -0.06
6. C -0.07
7. N -0.09
8. N 0.07

***

Model three:
This record from the Open Molecules 2025 dataset describes 2 unconnected molecules or ions with the total composition C6H6N3O2. The level of theory is ωB97M-V with the def2-TZVPD basis set.

Element x y z (Å)
1 C -1.676 1.119 -1.695
2 C 0.511 1.859 -0.697
3 C -0.941 0.033 0.322
4 C -0.760 0.910 -0.665
5 C 0.542 -1.641 1.410
6 C 0.041 -0.198 1.429
7 N -2.406 1.353 -2.557
8 N 1.352 -1.275 -1.977
9 N 0.865 -0.378 -2.415
10 O 1.455 1.433 -1.375
11 O 0.406 2.876 -0.023
12 H -1.828 -0.598 0.345
13 H 0.963 -1.868 0.432
14 H -0.277 -2.334 1.605
15 H 1.314 -1.793 2.162
16 H 0.879 0.491 1.308
17 H -0.440 0.012 2.391

## Properties
net charge = -1
molar mass = 152.1 g/mol
frontier orbital gap = 8.495 eV
spin multiplicity = 1

Atomic partial charges in e from the Löwdin method, atoms 1 to 8:
1. C -0.23
2. C -0.73
3. C -0.08
4. C -0.21
5. C -0.12
6. C -0.24
7. N 0.13
8. N 0.05

***

Relative calculated energies, zero for the most stable structure, unit eV: model one 7.491; model two 8.943; model three 0.000.

***

Model one:
This record from the Open Molecules 2025 dataset describes C7H14BN in the gas phase. The level of theory is ωB97M-V with the def2-TZVPD basis set.

Element x y z (Å)
1 B -0.075 -0.331 0.168
2 C 2.400 -1.115 0.012
3 C 2.386 0.130 0.456
4 C 1.030 -1.679 -0.447
5 C 1.015 0.885 0.498
6 C 1.252 2.095 -0.367
7 C -2.283 -1.462 -0.031
8 C -2.212 0.869 0.119
9 N -1.446 -0.317 0.177
10 H 3.336 -1.648 -0.155
11 H 3.203 0.731 0.896
12 H 0.681 -2.596 0.171
13 H 1.149 -1.838 -1.530
14 H 0.793 1.210 1.502
15 H 1.489 1.692 -1.399
16 H 2.053 2.730 -0.085
17 H 0.305 2.620 -0.329
18 H -2.003 -2.364 0.435
19 H -3.326 -1.362 0.494
20 H -2.468 -1.697 -1.069
21 H -2.616 0.947 -0.901
22 H -3.070 0.842 0.900
23 H -1.592 1.657 0.485

## Properties
molar mass = 123.0 g/mol
frontier orbital gap = 9.576 eV
spin multiplicity = 1

Atomic partial charges in e from the Löwdin method, atoms 1 to 8:
1. B -0.22
2. C -0.16
3. C -0.12
4. C -0.08
5. C -0.29
6. C -0.10
7. C -0.09
8. C -0.08

***

Model two:
This record from the Open Molecules 2025 dataset describes C7H14BN in the gas phase. The level of theory is ωB97M-V with the def2-TZVPD basis set.

Element x y z (Å)
1 B 0.273 0.003 -0.178
2 C -1.983 1.185 1.160
3 C -1.105 0.048 0.682
4 C -3.224 1.211 1.649
5 C 0.276 -0.287 1.382
6 C 0.534 -1.685 1.843
7 C 2.391 0.205 -1.553
8 C 0.288 0.447 -2.694
9 N 0.937 0.216 -1.401
10 H -1.474 2.081 0.905
11 H -1.815 -0.765 0.578
12 H -3.761 0.332 2.012
13 H -3.670 2.141 2.099
14 H 0.494 0.510 2.174
15 H -0.304 -2.046 2.465
16 H 1.629 -1.768 2.294
17 H 0.674 -2.328 0.820
18 H 2.796 -0.378 -2.360
19 H 2.799 1.185 -1.800
20 H 2.923 -0.059 -0.635
21 H 0.580 -0.358 -3.339
22 H -0.864 0.410 -2.373
23 H 0.469 1.454 -2.916

## Properties
molar mass = 123.0 g/mol
frontier orbital gap = 9.187 eV
spin multiplicity = 1

Atomic partial charges in e from the Löwdin method, atoms 1 to 8:
1. B -0.29
2. C -0.18
3. C -0.16
4. C -0.02
5. C -0.26
6. C -0.12
7. C -0.08
8. C -0.05

***

Relative calculated energies, zero for the most stable structure, unit eV: model one 0.000; model two 1.399.

***

Model one:
This record from the Open Molecules 2025 dataset describes 2 unconnected molecules or ions with the total composition C3H5Cl. The level of theory is ωB97M-V with the def2-TZVPD basis set.

Element x y z (Å)
1 C -0.600 0.501 -0.644
2 C -0.241 -0.055 -1.642
3 C -1.040 1.233 0.522
4 Cl 2.218 -3.066 1.215
5 H 3.041 -2.319 0.587
6 H 0.086 -0.567 -2.494
7 H -0.436 2.132 0.640
8 H -2.083 1.525 0.404
9 H -0.945 0.616 1.414

## Properties
molar mass = 76.5 g/mol
frontier orbital gap = 10.937 eV
spin multiplicity = 1

Atomic partial charges in e from the Löwdin method, atoms 1 to 8:
1. C -0.22
2. C 0.09
3. C -0.12
4. Cl 0.25
5. H -0.26
6. H 0.01
7. H 0.08
8. H 0.08

***

Model two:
This record from the Open Molecules 2025 dataset describes C3H5Cl in the gas phase. The level of theory is ωB97M-V with the def2-TZVPD basis set.

Element x y z (Å)
1 C 0.258 0.005 0.426
2 C 1.358 0.199 -0.325
3 C -1.240 -0.162 0.062
4 Cl 3.012 0.031 0.122
5 H 0.396 0.137 1.493
6 H 1.399 0.321 -1.578
7 H -1.474 -1.045 -0.549
8 H -2.074 -0.199 0.779
9 H -1.635 0.713 -0.430

## Properties
molar mass = 76.5 g/mol
frontier orbital gap = 10.471 eV
spin multiplicity = 1

Atomic partial charges in e from the Löwdin method, atoms 1 to 8:
1. C -0.22
2. C -0.64
3. C -0.11
4. Cl 0.57
5. H 0.09
6. H 0.13
7. H 0.07
8. H 0.07

***

Relative calculated energies, zero for the most stable structure, unit eV: model one 0.083; model two 0.000.